# 1
Density functional theory data (wB97M-V/def2-TZVPD) for a molecular structure, C39H37BF6O4S in a non-equilibrium geometry.

CARTESIAN COORDINATES (ANGSTROEM)
C 3.868534 1.415895 1.489396
C 2.495255 0.956252 1.198721
C 1.826072 0.962038 -0.019578
C 0.576788 0.288539 0.026376
C 0.230005 -0.131324 1.299412
B -0.587634 4.839452 1.378953
C -0.641030 -1.246201 1.650123
C -0.487548 -1.874812 2.910120
C -1.366717 -2.868478 3.311978
C -1.078095 -3.657766 4.555577
F -2.228786 -3.881160 5.274190
F -0.553799 -4.889689 4.258626
F -0.186075 -3.032573 5.377440
C -2.474011 -3.205550 2.532346
C -2.597304 -2.630114 1.278035
C -3.805742 -2.912435 0.434468
F -4.646180 -1.813897 0.440153
F -3.478016 -3.151692 -0.877950
F -4.533264 -3.978384 0.874394
C -1.626946 -1.763495 0.779446
O -0.005585 5.418168 2.464673
C 1.312911 5.704343 1.953777
C 1.721923 6.968099 2.673811
C 2.254548 4.565123 2.351303
C 1.097260 5.837342 0.378075
C 0.719920 7.252282 -0.052029
C 2.215796 5.341279 -0.504080
O -0.058496 5.014672 0.131239
S 1.586588 0.147546 2.391414
H 4.309347 1.839154 0.581888
H 3.862911 2.176174 2.279027
H 4.493483 0.579676 1.826012
H 2.267340 1.374682 -0.926826
H -0.048823 0.125098 -0.845902
H 0.359249 -1.635828 3.555090
H -3.198466 -3.924768 2.899959
H -1.631481 -1.506318 -0.280909
H 2.745077 7.241939 2.399067
H 1.035565 7.794228 2.451535
H 1.667146 6.788101 3.753311
H 3.300473 4.826160 2.133146
H 2.181460 4.397916 3.435286
H 2.007341 3.613150 1.857943
H 1.613439 7.880220 -0.029118
H 0.332127 7.227330 -1.076914
H -0.061367 7.701879 0.575031
H 3.070076 6.017180 -0.405131
H 2.526472 4.326362 -0.244403
H 1.881858 5.351430 -1.545171
C -2.856168 -1.125396 6.428881
O -1.670859 -0.623247 5.776864
C -1.800292 0.362832 4.846021
C -0.695070 1.225570 4.704287
C -0.599016 1.985843 3.573096
C -1.544423 1.879123 2.512120
C -1.318880 2.649659 1.343408
C -2.064575 2.460580 0.123981
C -2.510042 3.540019 -0.690620
C -3.301103 3.332100 -1.804307
C -3.729200 2.020650 -2.083524
O -4.705776 1.766960 -3.038623
C -5.773264 2.676357 -3.086139
C -6.137853 3.141656 -4.354628
C -7.108575 4.138063 -4.440885
C -7.746909 4.605782 -3.289733
C -7.387090 4.109690 -2.028175
C -6.391597 3.136044 -1.916162
C -3.201548 0.916240 -1.395190
C -2.435393 1.153185 -0.276749
C -2.714673 1.089754 2.748045
C -2.869451 0.386760 3.924452
H -2.455801 -1.823582 7.170005
H -3.400084 -0.296281 6.913697
H -3.502963 -1.641446 5.704950
H 0.074212 1.179978 5.472692
H 0.226087 2.691607 3.474112
H -1.421559 3.940535 1.624049
H -2.250376 4.571549 -0.447734
H -3.627772 4.164100 -2.443982
H -5.602856 2.751984 -5.218412
H -7.356555 4.541662 -5.425999
H -8.529312 5.362772 -3.365945
H -7.866164 4.477375 -1.121601
H -6.059773 2.763696 -0.940721
H -3.472056 -0.086800 -1.727244
H -2.070296 0.321741 0.314718
H -3.525043 1.075638 2.023421
H -3.771183 -0.200986 4.116385

Forces on atoms 1 to 6 (eV/Å):
C 0.406 0.326 0.115
C -0.886 -0.437 -1.314
C 0.526 -0.030 0.661
C -0.149 0.313 0.719
C 2.091 -1.236 -0.790
B 0.240 -1.755 -0.207

Its net charge is 0. The value obtained for the largest force on an atom is 2.6 eV/A. The calculation puts the total energy at -2831.4871 a.u. The calculation puts the frontier orbital gap at 5.8 eV.



# 2
Density functional theory data (wB97M-V/def2-TZVPD) for 3 unconnected molecules or ions with the total composition C5H9Cl7 in a non-equilibrium geometry.

CARTESIAN COORDINATES (ANGSTROEM)
Cl -3.406844 -0.387626 -0.317077
C -3.412956 -1.290303 -1.843681
C -2.227388 -2.255692 -1.900228
Cl -2.369988 -3.264761 -3.360566
H -3.364442 -0.592254 -2.676805
H -4.330250 -1.866593 -1.926008
H -2.329804 -2.913519 -1.039625
H -1.275094 -1.742484 -1.926626
Cl 0.141324 1.086041 0.862023
C 0.372559 2.465284 1.978543
C 1.837904 2.632737 2.279305
Cl 2.756888 3.189137 0.857009
H -0.126311 2.139392 2.893936
H -0.126219 3.371112 1.651983
H 2.357928 1.731960 2.593586
H 1.980255 3.359839 3.080962
C 2.661999 -1.017278 -0.242463
Cl 3.672119 -1.388806 -1.650297
Cl 3.598044 -1.195807 1.244644
Cl 1.241188 -2.074526 -0.219534
H 2.349089 0.014147 -0.339078

Forces on atoms 1 to 6 (eV/Å):
Cl 0.028 0.029 0.048
C 0.394 -0.357 -0.693
C -0.834 0.156 0.404
Cl 0.045 0.010 -0.104
H -0.055 0.117 0.127
H -0.098 0.113 0.157

Its net charge is 0. The value obtained for the largest force on an atom is 1.2 eV/A. The structure (SMILES) is ClC(Cl)Cl.ClCCCl.ClCCCl. The calculation puts the total energy at -3417.2581 a.u. The calculation puts the frontier orbital gap at 11.4 eV.



# 3
Density functional theory data (wB97M-V/def2-TZVPD) for a molecular structure, CH2F3NO4S2 in a non-equilibrium geometry.

CARTESIAN COORDINATES (ANGSTROEM)
C 1.332592 -1.360866 0.385848
N -1.687805 -0.246933 -0.260199
O 0.566205 0.460951 -1.652119
O 1.769598 1.939023 -0.057279
O -1.690644 2.294477 -0.303407
O -1.188951 1.205937 1.825681
F 0.560856 -1.618110 1.477223
F 2.604623 -1.713109 0.551174
F 0.810065 -2.115872 -0.614114
S 0.921931 0.836838 -0.283442
S -1.155071 1.169656 0.408205
H -0.936498 -0.900260 -0.291904
H -1.906897 0.048270 -1.185667

Forces on atoms 1 to 6 (eV/Å):
C -0.778 0.128 -0.021
N -0.734 1.466 1.175
O 0.883 0.401 1.052
O 1.149 0.440 0.912
O 0.514 -0.929 -0.259
O 0.242 -0.681 0.236

Its net charge is 0. The value obtained for the largest force on an atom is 3.9 eV/A. The calculation puts the total energy at -1490.8784 a.u. The calculation puts the frontier orbital gap (alpha / beta) at 8.7 / 8.7 eV.



# 4
Density functional theory data (wB97M-V/def2-TZVPD) for 2 unconnected molecules or ions with the total composition C3H11N2O2 in a non-equilibrium geometry.

CARTESIAN COORDINATES (ANGSTROEM)
N -0.454750 1.403546 1.602458
C -0.788056 0.499022 0.450773
C -0.062750 0.940498 -0.795908
C -0.355131 -0.906063 0.861615
N -0.719554 -1.892151 0.073557
O 0.240736 -0.987129 1.918769
H -0.666169 2.359465 1.287302
H 0.567162 1.391538 1.637631
H -0.973971 1.344622 2.477451
H -1.858518 0.500369 0.323206
H -0.356623 0.287075 -1.601702
H 1.009132 0.895314 -0.607940
H -0.106928 1.966718 -1.162969
H -0.361756 -2.820759 0.238154
H -1.084397 -1.725863 -0.850417
H 2.079769 -0.870608 -2.710700
H 2.284141 -1.253675 -1.227256
O 1.607665 -1.131924 -1.914018

Forces on atoms 1 to 6 (eV/Å):
N 0.034 1.717 -1.578
C -0.716 -0.056 -0.211
C 0.831 0.760 0.124
C 0.143 1.104 1.095
N -0.227 -0.953 -0.897
O 0.358 -0.410 0.152

Its net charge is +1. The value obtained for the largest force on an atom is 2.3 eV/A. The calculation puts the total energy at -380.6670 a.u. The calculation puts the frontier orbital gap at 10.9 eV.